The following is a quantum chemistry calculation of C11H14CeClIrN2O6 as an isolated structure, from OMol25.

Geometry as XYZ:
```
36
Properties=species:S:1:pos:R:3:forces:R:3:lowdin_charge:R:1
Ir 0.03682 -0.41686 -4.40307 -2.7 1.2 -2.5 1.022
Cl 0.95957 -1.18927 -6.47009 0.2 0.2 0.9 -0.091
C 1.88753 0.04842 -3.53435 2.2 -0.5 -0.3 -0.449
C -1.68474 -1.18969 -5.19692 -0.3 -0.6 -0.9 -0.416
H 2.53148 -0.10040 -4.40935 0.2 0.0 0.3 -0.009
H 2.11632 1.09796 -3.20942 -0.1 -0.4 0.1 0.019
H 2.25898 -0.68712 -2.77692 0.1 0.6 -0.1 0.032
H -1.73199 -0.98303 -6.27612 0.0 0.0 0.3 -0.021
H -2.61557 -0.86689 -4.71466 0.2 -0.1 0.0 -0.002
H -1.54359 -2.28233 -5.10297 -0.4 0.2 -0.1 0.014
Ce 0.14852 0.47962 -1.82343 2.5 1.2 4.6 1.081
C -1.01245 -1.42337 -2.52827 -1.2 -1.8 0.1 -0.345
C -1.07590 1.34282 -3.48523 -0.6 -0.7 -4.4 -0.266
H -2.01962 -1.50837 -2.97259 0.6 -0.1 0.4 0.016
H -0.43079 -2.32505 -2.73310 -0.3 -0.4 0.1 0.035
H -1.19281 -1.47982 -1.40766 0.3 0.1 -0.6 0.040
H -2.11971 1.04028 -3.64271 0.0 0.7 0.3 0.008
H -0.71864 2.24461 -4.01076 -0.4 0.2 0.7 0.018
O 0.89160 -0.64081 0.28432 -0.6 1.1 1.6 -0.085
C 0.36214 0.30835 0.96749 -0.1 -0.2 -1.7 -0.527
O -0.17237 1.32823 0.36255 0.4 -0.8 1.4 -0.173
C 0.31364 0.29595 2.46268 0.0 0.0 0.2 -0.089
C -0.27588 1.40536 3.07077 -0.1 0.0 0.6 0.098
C -0.24602 1.54636 4.46660 0.9 -1.7 -1.3 -0.110
C 0.35541 0.54577 5.23947 0.0 -0.1 0.0 0.115
C 0.86456 -0.61020 4.61912 -0.7 1.4 -1.4 -0.110
C 0.85339 -0.75121 3.21437 -0.2 0.2 0.6 0.112
N 1.46706 -1.63248 5.43008 1.6 -2.1 1.8 -0.315
O 1.53959 -1.44071 6.66241 -0.3 -0.3 -2.4 0.074
O 1.92794 -2.64520 4.85931 -1.1 2.0 1.0 0.074
N -0.73510 2.76905 5.03978 -0.8 2.9 1.4 -0.312
O -1.23174 3.62344 4.27264 0.9 -1.9 1.3 0.071
O -0.59285 2.96030 6.26498 -0.2 -0.8 -2.2 0.081
H -0.77031 2.14320 2.44684 0.3 0.0 0.2 0.135
H 0.43589 0.64641 6.31456 -0.1 0.0 -0.1 0.133
H 1.21966 -1.65333 2.71968 0.1 0.4 0.3 0.142
```
Positions in Å, forces in eV/Å.

Computed properties:
* multiplicity: 5
* calculated total energy: -55178.402 eV
* <S²>: 6.01
* charge: 0
* energy relative to the best compared isomer or geometry (same formula, charge and spin): 11.8 kcal per mole
* HOMO (spin up / spin down): -8.019 / -9.072 eV
* max |F|: 0.10392 hartree/bohr



The following is a quantum chemistry calculation of a 10-piece molecular cluster, C45H77F9N14O9S3 overall, from OMol25.

Geometry as XYZ:
```
157
Properties=species:S:1:pos:R:3:forces:R:3:lowdin_charge:R:1
C 21.51639 0.77543 -6.36266 0.3 0.3 -0.5 -0.051
C 20.70831 0.45395 -5.14035 0.9 1.4 0.4 -0.225
N 20.09643 -0.84298 -5.22800 -1.5 -2.9 1.9 -0.028
C 19.21228 -1.19053 -6.21618 -0.4 -2.8 0.8 0.010
C 18.73849 -2.48825 -5.89210 0.9 1.6 -1.1 -0.021
N 19.37240 -2.93118 -4.76248 -0.4 2.7 -0.1 -0.079
C 20.13777 -1.89263 -4.30188 -0.5 0.5 -1.8 0.062
C 19.05232 -4.22403 -4.12427 1.8 0.4 0.6 0.037
H 20.98299 1.29936 -7.15581 -0.4 -0.3 0.0 0.084
H 21.92862 -0.14223 -6.78226 0.6 0.3 0.0 0.097
H 22.23208 1.52514 -6.02529 0.6 -0.4 -0.3 0.092
H 20.01733 1.28665 -5.00902 -0.6 -0.6 0.3 0.107
H 21.34006 0.51175 -4.25398 -0.1 -0.5 -0.1 0.116
H 19.09549 -0.61324 -7.12145 -0.1 0.0 0.2 0.137
H 18.06321 -3.15204 -6.41150 0.1 0.2 -0.2 0.132
H 20.64387 -1.89889 -3.34782 0.1 0.2 -0.2 0.163
H 19.95253 -4.82336 -4.26038 -0.3 -0.5 -0.3 0.111
H 18.16146 -4.69401 -4.54091 0.1 0.3 0.1 0.116
H 19.04213 -4.05113 -3.04812 -0.7 -0.1 -0.1 0.081
C 11.36673 -1.47819 -3.18474 -0.7 -0.6 -0.4 -0.042
C 12.24630 -0.26368 -3.46353 -0.1 0.2 1.4 -0.179
N 13.34634 -0.55412 -4.34167 3.3 0.8 -4.4 -0.033
C 14.28858 -1.59041 -4.18593 -1.6 0.7 0.3 0.005
C 15.15911 -1.58317 -5.22076 -0.9 0.8 -1.8 0.017
N 14.73237 -0.59305 -6.13179 -1.5 2.2 3.1 -0.078
C 13.70823 0.16202 -5.52657 0.8 -4.6 1.7 0.065
C 15.29228 -0.26363 -7.42379 -0.4 -0.1 -1.4 -0.009
H 11.28229 -2.11112 -4.06813 0.0 0.1 -0.2 0.097
H 10.33706 -1.20789 -2.95064 0.1 0.4 0.0 0.088
H 11.64818 -2.16116 -2.38322 0.6 0.3 0.1 0.060
H 12.74329 0.06877 -2.55217 -0.3 0.1 0.3 0.106
H 11.69660 0.58858 -3.86301 -0.1 -0.2 -0.2 0.133
H 14.10692 -2.29932 -3.39167 0.5 0.0 0.0 0.126
H 15.95466 -2.23450 -5.55132 -0.2 -0.1 0.4 0.118
H 13.18352 1.01677 -5.92718 0.1 -0.2 -0.1 0.158
H 15.11320 0.77171 -7.71378 0.3 0.2 0.6 0.103
H 14.73219 -0.78361 -8.20098 0.0 -0.4 0.1 0.113
H 16.34085 -0.52770 -7.56116 -0.1 0.1 0.5 0.090
C 12.08757 -2.37455 0.91812 -0.6 0.5 -0.1 -0.029
C 12.57408 -0.99303 1.47158 1.7 -1.5 -1.2 -0.161
N 11.55507 -0.09445 1.91749 -3.1 -1.3 0.6 -0.053
C 11.77608 1.11813 2.46244 0.2 0.2 1.1 -0.005
C 10.59022 1.48515 3.00283 -0.6 3.6 0.6 -0.027
N 9.60391 0.65752 2.66846 2.2 -4.1 -1.5 -0.085
C 10.23369 -0.40459 2.09112 0.7 0.8 -1.1 0.050
C 8.21682 0.70420 2.94270 -2.3 1.0 -0.1 0.014
H 12.81634 -3.05863 0.48334 0.7 0.6 0.4 0.079
H 11.39580 -2.25299 0.08458 -0.2 0.4 0.0 0.065
H 11.53780 -2.98171 1.63730 0.1 0.2 0.4 0.085
H 13.16714 -0.43671 0.74570 -0.3 -0.2 -0.6 0.093
H 13.32423 -1.09265 2.25609 -0.3 -0.4 0.4 0.122
H 12.77169 1.51911 2.58231 -0.2 0.1 -0.1 0.140
H 10.23485 2.36824 3.51299 0.8 0.3 0.1 0.149
H 9.75670 -1.27160 1.65850 0.0 0.0 0.2 0.167
H 7.57461 0.86256 2.07633 0.6 0.1 -0.7 0.114
H 8.03656 1.63260 3.48461 -0.2 -0.5 0.7 0.114
H 7.78006 -0.21647 3.32964 0.6 0.2 0.8 0.121
C 16.89838 2.30718 -4.87825 0.5 2.6 -0.5 -0.037
C 15.84712 2.20351 -3.80109 0.2 -1.9 -0.5 -0.160
N 15.88982 3.24699 -2.78422 0.3 2.1 1.3 -0.010
C 16.48695 3.14381 -1.56000 0.6 -0.2 1.2 -0.009
C 16.36449 4.32844 -0.82307 0.5 -1.4 -1.9 0.035
N 15.83890 5.26302 -1.71508 -1.1 -4.4 -1.8 -0.078
C 15.47532 4.51215 -2.82803 0.7 2.5 -0.4 0.003
C 15.50657 6.64213 -1.58811 -0.2 1.6 0.6 0.000
H 17.90996 2.19365 -4.48849 -0.1 -0.3 0.0 0.066
H 16.80232 3.34912 -5.18357 0.6 0.4 -0.3 0.083
H 16.78713 1.84082 -5.85714 -0.4 -0.9 0.5 0.076
H 16.11004 1.25394 -3.33494 -0.8 0.1 0.8 0.111
H 14.85281 2.14184 -4.24341 0.0 0.2 0.3 0.114
H 17.09441 2.26177 -1.42067 -0.3 -0.1 0.9 0.097
H 16.63623 4.46776 0.21286 0.1 0.5 -0.3 0.123
H 15.16634 5.04836 -3.71314 -0.4 -0.3 0.0 0.171
H 15.84914 6.98105 -0.61042 -0.2 0.0 0.0 0.110
H 14.43655 6.81642 -1.70112 0.0 -0.2 0.2 0.112
H 16.00218 7.27444 -2.32476 0.2 -0.3 -0.1 0.114
C 21.26937 -1.35897 0.73031 -1.1 -0.1 1.2 -0.028
C 20.17273 -0.81562 1.75293 -0.2 0.1 -2.1 -0.135
N 20.50763 -0.90896 3.14127 2.0 0.6 0.6 -0.049
C 19.69327 -1.16214 4.19625 -1.8 -0.9 -1.1 -0.049
C 20.38040 -1.08356 5.34023 0.4 0.4 -0.2 0.011
N 21.65249 -0.73341 4.95768 -1.5 0.7 -2.4 -0.105
C 21.71755 -0.55816 3.61202 -1.3 -1.1 1.5 0.030
C 22.69150 -0.55949 5.84572 2.5 0.0 2.3 -0.010
H 21.63805 -2.32873 1.06458 -0.1 -0.1 0.3 0.082
H 22.13546 -0.71616 0.57288 -0.4 0.2 -0.1 0.068
H 20.73409 -1.56987 -0.19549 0.3 0.5 -0.1 0.057
H 19.21755 -1.31269 1.58370 0.2 -0.5 0.2 0.115
H 19.87642 0.22090 1.59194 0.5 0.3 -0.5 0.116
H 18.66519 -1.41733 3.98569 0.1 -0.1 0.3 0.129
H 20.04011 -1.16268 6.36215 0.3 -0.2 -0.1 0.157
H 22.56275 -0.21185 3.03573 0.0 -0.3 0.1 0.180
H 23.62718 -0.88121 5.38845 0.0 0.0 0.2 0.123
H 22.45451 -1.18819 6.70402 0.5 0.0 0.1 0.120
H 22.82272 0.45275 6.22813 -0.2 0.1 -0.2 0.116
C 18.80542 -6.82594 -1.22361 0.0 0.0 1.0 -0.049
C 17.39055 -6.70694 -0.66058 0.0 -0.5 -0.7 -0.182
N 17.35505 -6.18762 0.72197 -0.1 1.2 3.2 -0.007
C 17.13255 -4.79977 1.03402 0.5 -2.3 1.8 0.052
C 17.11435 -4.72295 2.44402 -0.6 0.0 -2.6 -0.013
N 17.18309 -5.98089 2.94090 1.1 -0.1 -4.8 -0.153
C 17.42695 -6.89451 1.92657 -1.1 3.2 -1.2 0.094
C 17.04819 -6.23840 4.28011 0.4 -2.3 3.0 -0.032
H 18.85578 -7.16606 -2.25797 -0.4 -0.1 0.2 0.091
H 19.29772 -7.54775 -0.57190 0.5 0.0 -0.3 0.081
H 19.31426 -5.86463 -1.15247 0.2 0.0 0.1 0.061
H 16.91155 -7.68600 -0.65081 -0.2 0.2 -0.1 0.126
H 16.79546 -6.05185 -1.29683 -0.2 -0.1 0.5 0.093
H 16.93216 -4.11153 0.22621 0.1 0.1 0.3 0.094
H 16.95895 -3.96679 3.19931 -0.1 0.4 -0.7 0.126
H 17.58814 -7.95411 2.05952 -0.1 0.1 -0.1 0.172
H 16.35434 -5.64909 4.87960 -0.2 0.2 -0.8 0.117
H 18.02027 -6.16177 4.76722 0.0 -0.3 0.2 0.115
H 16.70318 -7.27217 4.26033 0.1 -0.1 1.1 0.119
C 16.69731 0.92944 4.03506 0.9 0.6 0.0 -0.053
C 16.99124 2.24475 3.28100 1.1 -1.2 -0.3 -0.082
N 18.50784 2.51382 3.22706 -0.3 -0.4 0.2 -0.004
C 19.48592 2.10150 4.07640 0.1 -1.0 1.9 -0.053
C 20.70190 2.54388 3.66940 0.0 0.6 -1.3 0.017
N 20.49788 3.24073 2.44735 -3.4 -3.2 3.3 -0.041
C 19.13905 3.12119 2.26807 1.8 2.5 -3.1 -0.034
C 21.52063 3.82480 1.66346 0.5 1.3 -1.6 0.003
H 17.31247 0.17321 3.54743 -0.2 -0.2 0.1 0.053
H 15.65888 0.60359 3.97526 0.0 0.4 -0.2 0.085
H 16.97061 1.02374 5.08602 -0.1 -0.2 0.1 0.083
H 16.48406 3.10910 3.70968 0.2 0.0 -0.3 0.133
H 16.79432 1.99051 2.23952 -0.5 0.7 -0.1 0.094
H 19.15866 1.43149 4.85768 0.6 0.4 0.3 0.116
H 21.71359 2.46629 4.03935 -0.3 -0.1 0.3 0.137
H 18.68933 3.52852 1.37463 -0.1 -0.1 0.1 0.141
H 22.47605 3.30369 1.60238 -0.3 -0.5 0.7 0.119
H 21.68282 4.82887 2.05542 0.2 0.1 -0.4 0.120
H 21.19602 3.81927 0.62293 -0.2 0.4 0.2 0.070
C 21.04375 3.38948 -2.44157 0.3 -1.9 -0.8 -0.581
F 21.39731 4.35048 -1.58665 0.7 -0.7 -0.7 0.143
F 20.12076 3.88269 -3.23700 -0.4 0.5 -0.7 0.134
F 22.07975 2.90290 -3.28636 -1.6 1.4 2.1 0.071
S 20.26562 1.92096 -1.53169 1.0 -1.5 1.1 0.471
O 21.37728 1.30474 -0.81972 0.0 0.5 -0.4 -0.323
O 19.31003 2.50513 -0.61109 -0.4 1.0 0.0 -0.346
O 19.65168 1.03351 -2.50751 0.1 0.8 -0.3 -0.332
C 17.16057 -1.51958 -1.42176 -2.4 -1.0 0.5 -0.557
F 18.31829 -1.75650 -0.81218 0.1 0.0 -0.6 0.113
F 17.28222 -0.73129 -2.48159 0.6 -0.2 0.1 0.109
F 16.66819 -2.77000 -1.92967 1.0 2.2 1.1 0.028
S 15.90165 -0.68368 -0.16582 1.1 -0.7 0.3 0.509
O 16.58087 0.56568 0.22202 -0.3 -1.2 -0.1 -0.351
O 14.77542 -0.45383 -1.05903 0.0 -0.3 0.5 -0.342
O 15.75296 -1.67687 0.93148 0.1 1.5 -1.8 -0.346
C 14.10179 -5.26549 -2.28966 0.1 -3.2 -0.3 -0.655
F 14.86756 -4.88710 -1.25840 0.8 0.7 0.4 0.069
F 12.92892 -4.70422 -2.10261 -1.1 0.4 0.2 0.127
F 14.57655 -4.75883 -3.43781 0.7 0.5 -0.1 0.084
S 14.04945 -7.26634 -2.41037 -3.6 -0.6 -1.2 0.525
O 15.39492 -7.77681 -2.56436 0.5 0.9 0.6 -0.342
O 13.34168 -7.65499 -1.16177 1.6 1.2 -1.8 -0.353
O 13.26700 -7.37650 -3.66908 1.1 0.6 2.3 -0.347
```
Positions in Å, forces in eV/Å.

Computed properties:
* multiplicity: 1
* calculated total energy: -144129.145 eV
* charge: +4
* HOMO: -14.162 eV
* max |F|: 0.11098 hartree/bohr



The following is a quantum chemistry calculation of C22H31FN2O3 in the gas phase, from OMol25.

Geometry as XYZ:
```
59
Properties=species:S:1:pos:R:3:forces:R:3:lowdin_charge:R:1
C -9.11008 -0.06292 -0.90910 0.0 0.0 0.0 -0.114
O -8.46768 -0.87394 0.04159 0.0 -0.2 0.0 -0.197
C -7.94732 -0.18045 1.15235 0.1 0.3 0.2 -0.239
C -6.68385 0.63446 0.85130 -0.2 -0.5 -0.1 -0.179
C -5.57167 -0.26366 0.31372 0.0 0.4 -0.2 -0.174
C -4.36795 0.50799 -0.23202 0.0 -0.5 0.3 -0.339
C -3.61164 1.25843 0.86567 0.0 0.2 -0.4 -0.131
C -2.38677 1.96093 0.28474 0.0 0.1 0.5 -0.131
N -1.51005 1.00846 -0.37027 -0.4 0.3 -0.1 -0.048
C -0.26524 0.81848 0.11891 0.3 -0.2 -0.4 -0.419
O 0.13767 1.43320 1.09049 0.2 0.1 0.3 0.060
C 0.61861 -0.20962 -0.59327 0.1 0.2 0.2 -0.185
C 0.22290 -1.63698 -0.15840 0.0 0.0 0.0 -0.123
C 1.26475 -2.23432 0.78721 0.0 -0.2 -0.1 -0.073
C 2.61122 -2.26204 0.09576 -0.3 0.0 0.2 -0.467
O 3.31679 -3.24949 0.01447 0.2 -0.4 0.1 0.053
N 2.92272 -1.07486 -0.46784 0.1 0.0 -0.5 -0.041
C 4.18065 -0.89959 -1.16575 0.1 -0.2 -0.1 -0.079
C 5.16704 -0.14612 -0.31258 0.0 0.2 -0.2 -0.134
C 5.75667 -0.75586 0.78855 0.1 0.1 0.0 -0.018
C 6.63150 -0.05929 1.60216 0.0 -0.1 0.1 -0.081
C 6.93407 1.26497 1.32883 0.0 0.0 0.0 -0.083
C 6.35832 1.89615 0.24087 -0.1 0.1 -0.1 -0.010
C 5.48305 1.18297 -0.55644 0.1 -0.2 0.1 -0.228
F 4.91943 1.81118 -1.61754 0.0 0.0 0.1 0.053
C 2.08595 0.07526 -0.23145 -0.4 0.4 0.3 -0.098
C -2.16499 0.30342 -1.44683 -0.1 -0.4 -0.1 -0.141
C -3.39356 -0.44711 -0.92542 0.0 0.4 -0.2 -0.137
H -8.40764 0.58889 -1.44049 0.0 0.0 0.0 0.082
H -9.88375 0.55859 -0.44122 0.0 0.0 0.0 0.090
H -9.57508 -0.73947 -1.62388 0.0 0.1 0.0 0.089
H -8.71861 0.48006 1.57768 0.0 -0.1 0.0 0.120
H -7.71264 -0.95993 1.88214 0.0 0.1 0.0 0.126
H -6.37423 1.12454 1.77482 0.0 0.1 0.0 0.112
H -6.91483 1.41213 0.12026 0.0 0.1 0.0 0.110
H -5.99132 -0.87820 -0.48599 0.0 -0.1 0.0 0.118
H -5.24154 -0.93867 1.10624 0.1 -0.1 0.0 0.126
H -4.72365 1.23663 -0.97064 0.0 0.0 0.0 0.147
H -4.25432 2.00323 1.33452 0.0 0.0 0.1 0.114
H -3.28927 0.55276 1.63389 0.0 0.0 0.1 0.131
H -1.81095 2.45157 1.07049 -0.1 0.0 -0.2 0.120
H -2.70107 2.71033 -0.45126 0.0 0.0 0.0 0.133
H 0.50492 -0.10036 -1.67403 0.0 0.0 0.1 0.138
H 0.13805 -2.28373 -1.03463 -0.1 0.0 0.0 0.126
H -0.74733 -1.62520 0.34171 0.0 -0.1 -0.1 0.110
H 1.33636 -1.62829 1.69291 0.0 0.0 0.1 0.133
H 0.99421 -3.25205 1.06902 0.1 0.1 0.0 0.125
H 4.56097 -1.90344 -1.37459 0.0 0.2 0.0 0.132
H 4.00065 -0.37102 -2.10622 0.0 -0.1 0.1 0.131
H 5.51662 -1.78797 0.99552 0.0 -0.1 0.0 0.118
H 7.08099 -0.55062 2.45147 0.0 0.0 0.1 0.102
H 7.61810 1.80899 1.96195 0.1 0.1 0.0 0.104
H 6.57283 2.92647 0.00478 0.0 0.1 0.0 0.116
H 2.45552 0.90828 -0.83107 0.0 0.0 0.1 0.137
H 2.12828 0.38243 0.82126 0.0 0.0 -0.2 0.133
H -1.48597 -0.39818 -1.92556 0.0 0.1 0.0 0.110
H -2.48513 1.04065 -2.19501 0.1 -0.1 0.0 0.133
H -3.88545 -0.94787 -1.76073 0.0 -0.1 0.0 0.121
H -3.07476 -1.21233 -0.21474 0.0 -0.1 0.0 0.117
```
Positions in Å, forces in eV/Å.

Computed properties:
* SMILES: COCCCC1CCN(C(=O)[C@@H]2CCC(=O)N(Cc3ccccc3F)C2)CC1
* multiplicity: 1
* calculated total energy: -35158.422 eV
* charge: 0
* energy relative to the best compared isomer or geometry (same formula, charge and spin): 2.3 kcal per mole
* HOMO: -8.958 eV
* max |F|: 0.01187 hartree/bohr